Entry one
Molecular formula: C4H11N4S
Method: DFT, ωB97M-V with the def2-TZVPD basis set

Values from the calculation:
LUMO level = -4.34 eV

```
! wB97M-V def2-TZVPD RIJCOSX def2/J DEFGRID3
* xyz 1 1
C 0.4183 0.0468 -0.6781
C -0.7708 1.4219 1.4048
C 1.2047 1.5406 -2.4306
C -1.3324 -2.2413 0.1623
N 1.1945 0.3826 -1.5343
N 0.5994 -0.9950 0.1658
N 0.2772 1.2269 2.1281
N -0.4783 -1.3153 1.0109
S -1.0521 1.2309 -0.2099
H -1.4785 1.9545 2.1144
H 2.3091 1.7380 -2.5941
H 0.4149 2.2093 -2.1701
H 1.0249 1.2843 -3.4289
H -2.3058 -2.4295 0.5959
H -1.3869 -1.8319 -0.7565
H -1.0056 -3.2196 0.1785
H 1.1185 -1.7471 -0.4199
H 0.5152 1.7023 2.9548
H 1.0894 0.8377 1.6340
H -0.3557 -1.7960 1.8730
*
```

Atomic partial charges in e from the Löwdin method, atoms 1 to 8: -0.5913 -0.5074 -0.0723 -0.0440 0.0229 -0.0660 0.1372 -0.1143

Entry two
Molecular formula: C4H11N4S
Method: DFT, ωB97M-V with the def2-TZVPD basis set

Values from the calculation:
Structure (SMILES) = CS[C@H]1N(C)NN=[N+]1C
LUMO level (spin up / spin down) = -3.79 / -3.79 eV

```
! wB97M-V def2-TZVPD RIJCOSX def2/J DEFGRID3
* xyz 1 1
C 1.8015 0.2094 1.2117
S 1.8066 0.7437 -0.5925
C 0.0514 0.2226 -0.8674
N -0.2690 -1.0034 -0.1748
C 0.3420 -2.3482 -0.4439
N -1.2972 -0.8122 0.6901
N -1.6530 0.3742 0.6903
N -0.9382 1.0898 -0.0868
C -1.2007 2.4734 -0.4526
H 2.0795 1.0927 1.7467
H 2.5259 -0.6304 1.1009
H 0.9154 -0.2335 1.5445
H -0.2905 0.1052 -2.0717
H -0.1567 -3.2429 0.0996
H 0.3778 -2.6302 -1.5693
H 1.4340 -2.3240 -0.2455
H -1.5663 -1.7001 1.1263
H -1.9411 2.5230 -1.3702
H -0.3226 3.0604 -0.7065
H -1.6986 3.0304 0.3708
*
```

Atomic partial charges in e from the Löwdin method, atoms 1 to 8: -0.3004 0.8635 -0.5054 -0.2169 -0.0070 0.0653 0.1303 -0.1440

Tell me which of them is the least stable. Sure, it is entry two.